{
  "formula": "C19H53BeN4O9",
  "method": "wB97M-V/def2-TZVPD",
  "relative_energy_kj_mol": 0.0,
  "total_charge": 1,
  "homo_ev": -11.456,
  "e_lumo_ev": -4.376,
  "spin_multiplicity": 1,
  "species": ["Be", "O", "C", "O", "O", "H", "C", "C", "C", "O", "C", "N", "H", "H", "H", "H", "H", "H", "H", "H", "H", "H", "H", "C", "C", "C", "O", "C", "N", "H", "H", "H", "H", "H", "H", "H", "H", "H", "H", "H", "C", "C", "C", "O", "C", "N", "H", "H", "H", "H", "H", "H", "H", "H", "H", "H", "H", "C", "C", "C", "O", "C", "N", "H", "H", "H", "H", "H", "H", "H", "H", "H", "H", "H", "C", "O", "H", "H", "H", "H", "C", "O", "H", "H", "H", "H"],
  "positions_angstrom": [[16.7496, 25.0961, 35.6721], [12.9928, 26.3225, 34.4933], [14.2056, 25.8991, 34.8125], [14.9567, 25.3871, 33.9490], [14.7248, 26.1992, 35.9299], [12.6205, 26.7647, 35.2916], [16.0142, 31.9073, 30.2941], [16.7765, 30.6747, 30.7444], [15.9625, 29.3885, 30.5809], [14.8090, 29.4735, 31.4062], [14.0754, 28.2627, 31.4621], [17.9382, 30.5212, 29.8589], [15.0560, 31.9722, 30.8070], [15.9209, 32.0352, 29.2155], [16.5849, 32.8084, 30.5476], [17.0347, 30.7265, 31.8091], [16.5870, 28.6002, 31.0265], [15.7717, 29.1808, 29.5267], [14.4699, 27.6220, 32.2593], [14.1162, 27.7118, 30.5198], [13.0205, 28.4243, 31.6824], [18.5354, 31.3153, 30.0869], [18.5432, 29.7497, 30.1346], [9.7331, 28.6230, 34.0420], [9.7704, 27.3660, 34.8876], [10.3539, 27.6345, 36.2810], [11.6733, 28.1363, 36.0886], [12.4350, 28.2873, 37.2817], [8.3668, 26.8669, 35.0210], [9.1452, 29.4382, 34.4724], [9.2401, 28.4177, 33.0910], [10.7380, 29.0029, 33.8661], [10.3157, 26.5476, 34.4174], [10.4149, 26.6753, 36.8163], [9.7610, 28.3329, 36.8802], [12.6060, 27.2760, 37.6698], [11.9068, 28.9138, 38.0025], [13.4184, 28.6851, 37.0554], [7.8559, 27.6196, 35.4800], [8.4580, 26.1559, 35.7468], [18.2834, 21.9965, 36.1760], [17.1736, 21.9607, 35.1541], [15.8029, 21.9118, 35.8419], [15.4123, 23.1851, 36.3301], [14.0425, 23.1522, 36.7416], [17.2671, 23.1647, 34.2953], [18.3439, 22.9041, 36.7928], [19.2837, 21.9815, 35.7332], [18.2260, 21.1653, 36.8786], [17.2690, 21.0954, 34.4948], [15.8454, 21.2212, 36.6897], [15.0873, 21.4520, 35.1521], [13.8373, 24.1043, 37.2274], [13.8599, 22.3568, 37.4644], [13.4251, 23.0809, 35.8448], [18.1418, 23.1007, 33.7788], [16.5708, 22.9643, 33.5622], [17.4966, 27.8731, 39.0890], [16.6844, 27.5986, 37.8209], [16.1432, 28.8915, 37.2456], [17.2479, 29.6650, 36.8182], [16.9296, 30.6129, 35.7999], [17.6411, 27.0224, 36.8206], [17.8220, 26.9306, 39.5400], [16.9331, 28.3862, 39.8687], [18.4048, 28.4489, 38.9052], [15.9254, 26.8592, 38.0643], [15.5380, 29.4608, 37.9536], [15.5290, 28.6111, 36.3811], [15.9117, 30.9737, 35.9656], [16.9325, 30.1583, 34.8081], [17.6015, 31.4607, 35.8961], [17.9881, 27.9156, 36.4307], [18.5243, 26.7209, 37.2300], [13.6998, 30.0483, 34.5128], [14.5321, 30.7857, 33.6509], [14.0490, 29.0101, 34.4425], [13.6483, 30.3660, 35.5570], [12.6307, 30.0405, 34.2672], [14.7125, 30.2072, 32.8769], [15.3795, 23.5469, 30.8118], [15.4388, 23.4008, 32.2199], [16.2626, 23.9935, 30.3378], [15.2754, 22.5763, 30.3283], [14.5458, 24.1832, 30.5049], [15.2852, 24.2838, 32.5613]]
}

=====

{
  "formula": "H3NOSSi",
  "method": "wB97M-V/def2-TZVPD",
  "relative_energy_kj_mol": 27.3,
  "s_squared": 2.008,
  "total_charge": 0,
  "homo_ev": [-7.314, -10.570],
  "e_lumo_ev": [0.689, -3.394],
  "spin_multiplicity": 3,
  "species": ["N", "O", "Si", "S", "H", "H", "H"],
  "positions_angstrom": [[-0.6464, 0.9012, 0.0166], [-2.1233, -1.0780, 0.1023], [1.0014, 0.1156, 0.0561], [-2.0596, 0.3439, -0.0069], [0.7302, -0.9710, 0.9430], [2.1848, 0.8962, 0.2774], [0.9130, -0.2079, -1.3886]]
}

=====

{
  "formula": "FH2N",
  "method": "wB97M-V/def2-TZVPD",
  "relative_energy_kj_mol": 245.6,
  "total_charge": 0,
  "homo_ev": [-12.007, -12.192],
  "e_lumo_ev": [-1.552, -3.363],
  "spin_multiplicity": 1,
  "species": ["N", "F", "H", "H"],
  "positions_angstrom": [[0.0230, 0.4117, 0.3287], [-2.1771, 0.9657, -0.4337], [-0.0244, -0.4921, 0.6781], [0.1667, 0.3771, -0.6567]]
}

=====

{
  "formula": "C4HClN2",
  "method": "wB97M-V/def2-TZVPD",
  "relative_energy_kj_mol": 27.6,
  "total_charge": 0,
  "homo_ev": -10.851,
  "e_lumo_ev": -1.601,
  "smiles": "N#C/C=C(\\Cl)C#N",
  "spin_multiplicity": 1,
  "species": ["N", "C", "C", "C", "Cl", "C", "N", "H"],
  "positions_angstrom": [[-2.9668, 0.1255, -0.1420], [-1.8933, -0.2356, -0.0810], [-0.4297, -0.5272, 0.1825], [0.5193, 0.4770, 0.2351], [0.2259, 2.2183, -0.0331], [1.8811, 0.1244, -0.0282], [2.8769, -0.5562, -0.1854], [-0.2134, -1.6261, 0.0522]]
}

=====

{
  "formula": "C35H42Cl2N2O4PPm",
  "method": "wB97M-V/def2-TZVPD",
  "relative_energy_kj_mol": 0.0,
  "s_squared": 6.004,
  "total_charge": 0,
  "homo_ev": [-6.613, -6.627],
  "e_lumo_ev": [0.218, 0.218],
  "spin_multiplicity": 5,
  "species": ["O", "C", "C", "C", "H", "C", "H", "C", "H", "C", "H", "C", "H", "H", "C", "C", "H", "H", "H", "C", "C", "H", "H", "H", "H", "Pm", "Cl", "Cl", "C", "O", "N", "C", "C", "H", "H", "H", "H", "H", "H", "H", "H", "H", "C", "C", "N", "H", "C", "O", "H", "H", "H", "H", "O", "P", "C", "C", "C", "C", "C", "C", "C", "C", "C", "C", "C", "C", "C", "C", "C", "C", "C", "C", "H", "H", "H", "H", "H", "H", "H", "H", "H", "H", "H", "H", "H", "H", "H"],
  "positions_angstrom": [[1.6274, 0.9144, -2.2968], [1.1401, 1.4319, -3.4089], [1.0624, 2.9671, -3.3839], [0.6698, 3.6675, -2.2413], [0.3537, 3.1153, -1.3546], [0.6289, 5.0650, -2.2644], [0.3129, 5.5972, -1.3655], [0.9760, 5.7559, -3.4302], [0.9473, 6.8454, -3.4462], [1.3599, 5.0479, -4.5744], [1.6110, 5.5704, -5.4961], [1.4222, 3.6559, -4.5377], [1.7250, 3.0771, -5.4106], [1.8051, 1.1712, -4.2697], [-0.0526, -0.6483, -4.5299], [-0.2737, 0.6655, -3.8262], [-0.2546, -0.5126, -5.6074], [-0.7417, -1.4268, -4.1641], [0.9826, -0.9959, -4.4158], [-1.3639, 1.4377, -4.0147], [-2.4468, 1.1822, -5.0141], [-1.4533, 2.4096, -3.5142], [-2.4337, 1.9409, -5.8160], [-3.4221, 1.2673, -4.5214], [-2.3887, 0.1972, -5.4980], [-0.8961, -0.2809, -1.3786], [-1.9827, 1.9601, -0.6217], [-2.9323, -1.3385, -2.7182], [-3.2481, -1.3811, 0.4423], [-2.0154, -1.5699, 0.2331], [-4.0098, -2.2169, 1.1293], [-3.4953, -3.4673, 1.6794], [-5.4410, -1.9893, 1.2774], [-3.7601, -0.4866, 0.0392], [-2.4239, -3.5658, 1.4933], [-4.0414, -4.3065, 1.2285], [-3.6906, -3.4793, 2.7587], [-5.6863, -1.0264, 0.8195], [-5.7012, -1.9708, 2.3406], [-6.0011, -2.7919, 0.7836], [1.5848, -5.3513, -2.0155], [4.1508, -4.2777, -1.7262], [1.5263, -4.5377, -2.7529], [3.7709, -3.4993, -2.3976], [2.3186, -3.3923, -2.3099], [0.4840, -4.2270, -2.8732], [1.7262, -2.3186, -1.8003], [0.4686, -2.1902, -1.7352], [4.2047, -2.5391, -2.1206], [2.3949, -1.5203, -1.4431], [1.9359, -4.9048, -3.7006], [4.0666, -3.7611, -3.4190], [0.4550, -0.1483, 0.7004], [0.6754, 0.1211, 2.1820], [2.1955, 1.0301, 2.5222], [3.1387, 0.5953, 3.4689], [4.2654, 1.3771, 3.7480], [4.4662, 2.5844, 3.0722], [3.5419, 3.0126, 2.1114], [2.4198, 2.2293, 1.8222], [-0.6882, 1.0483, 2.9359], [-0.6063, 2.4126, 3.2379], [-1.7399, 3.0915, 3.6965], [-2.9473, 2.4110, 3.8777], [-3.0139, 1.0345, 3.6312], [-1.8834, 0.3553, 3.1812], [0.7119, -1.3913, 3.1693], [0.7058, -2.6338, 2.5221], [0.6240, -3.8065, 3.2762], [0.5569, -3.7454, 4.6727], [0.5887, -2.5074, 5.3227], [0.6712, -1.3309, 4.5726], [2.9869, -0.3419, 4.0021], [4.9780, 1.0423, 4.5042], [5.3428, 3.1953, 3.2941], [3.6809, 3.9623, 1.5928], [1.7037, 2.5531, 1.0638], [0.3402, 2.9381, 3.1240], [-1.6734, 4.1584, 3.9105], [-3.8356, 2.9449, 4.2148], [-3.9423, 0.4832, 3.7889], [-1.9130, -0.7232, 3.0199], [0.7502, -2.6707, 1.4329], [0.6144, -4.7699, 2.7645], [0.4805, -4.6641, 5.2554], [0.5488, -2.4482, 6.4120], [0.7005, -0.3675, 5.0868]]
}

=====

{
  "formula": "C13H15N8S2V",
  "method": "wB97M-V/def2-TZVPD",
  "relative_energy_kj_mol": 67.8,
  "s_squared": 2.362,
  "total_charge": 2,
  "homo_ev": [-14.449, -14.426],
  "e_lumo_ev": [-8.065, -6.609],
  "spin_multiplicity": 3,
  "species": ["V", "N", "N", "C", "N", "S", "H", "H", "H", "H", "H", "N", "C", "N", "C", "N", "C", "C", "N", "C", "C", "N", "H", "H", "H", "H", "H", "S", "C", "C", "C", "C", "C", "C", "H", "H", "H", "H", "H"],
  "positions_angstrom": [[0.1353, 0.5986, -0.6399], [2.3641, 0.7895, -0.3782], [2.7928, 0.6819, 0.9591], [1.9276, 0.4515, 1.9696], [2.4478, 0.2910, 3.1767], [0.2461, 0.3940, 1.7593], [2.7011, -0.0210, -0.8976], [2.8000, 1.6152, -0.7852], [3.7887, 0.5872, 1.1075], [3.4378, 0.3418, 3.3635], [1.8346, 0.1171, 3.9577], [-4.1184, 1.0484, -0.9619], [-3.0966, 0.1983, -0.9863], [-1.9783, 0.8896, -0.8184], [-2.4071, 2.1826, -0.7008], [-3.7040, 2.3120, -0.7816], [-1.4370, 3.2521, -0.5067], [-1.7953, 4.5867, -0.3417], [-0.8825, 5.5256, -0.1528], [0.3874, 5.1463, -0.1266], [0.7580, 3.8180, -0.2903], [-0.1528, 2.8641, -0.4820], [-5.1043, 0.8500, -1.0655], [-3.1818, -0.8663, -1.1273], [-2.8361, 4.8842, -0.3652], [1.1366, 5.9123, 0.0273], [1.8000, 3.5309, -0.2540], [0.3011, -1.4449, -1.4007], [0.2263, -3.0767, -0.7983], [1.0171, -4.0385, -1.4327], [0.9690, -5.3452, -0.9821], [0.1265, -5.6907, 0.0686], [-0.6650, -4.7284, 0.6884], [-0.6154, -3.4136, 0.2652], [1.6444, -3.7654, -2.2702], [1.5794, -6.0992, -1.4590], [0.0810, -6.7181, 0.4033], [-1.3159, -5.0067, 1.5056], [-1.2120, -2.6541, 0.7530]]
}

=====

{
  "formula": "C3H40O16S",
  "method": "wB97M-V/def2-TZVPD",
  "relative_energy_kj_mol": 106.6,
  "total_charge": 0,
  "homo_ev": -8.704,
  "e_lumo_ev": -0.168,
  "spin_multiplicity": 1,
  "species": ["C", "C", "S", "C", "H", "H", "H", "H", "H", "H", "H", "H", "H", "H", "O", "H", "H", "O", "H", "H", "O", "H", "H", "O", "H", "H", "O", "H", "H", "O", "H", "H", "O", "H", "H", "O", "H", "H", "O", "H", "H", "O", "H", "H", "O", "H", "H", "O", "H", "H", "O", "H", "H", "O", "H", "H", "O", "H", "H", "O"],
  "positions_angstrom": [[-0.0516, 1.6353, -1.8712], [0.0893, 3.0802, -1.5143], [0.4945, 3.5059, 0.2407], [1.9172, 2.8160, 1.0852], [0.7668, 0.9806, -1.5703], [-0.1814, 1.4512, -2.9423], [-0.9173, 1.1993, -1.3887], [-0.8133, 3.6470, -1.5682], [0.8225, 3.6568, -2.0471], [2.8614, 3.3765, 1.0277], [1.6874, 2.6867, 2.1674], [2.2890, 1.8585, 0.7077], [-0.7198, -0.5843, 0.4183], [-0.8881, -1.6810, 1.4559], [-0.7849, -1.5396, 0.5388], [-2.5058, -0.5804, -0.4276], [-2.9161, -0.0331, -1.8356], [-3.0035, -0.7543, -1.1867], [-4.0990, -0.1871, 3.5526], [-3.2730, 0.8234, 2.6662], [-3.2084, 0.0344, 3.2202], [-3.6373, 2.2486, 1.4602], [-2.0917, 2.3956, 1.8085], [-2.7325, 1.8569, 1.3844], [-4.3084, -2.7804, -1.0199], [-3.9432, -2.1968, 0.2397], [-4.6361, -2.6991, -0.1458], [4.6411, 0.9643, 2.4721], [4.8962, 1.8383, 1.0743], [4.3704, 1.1353, 1.4997], [1.5342, -1.2259, 2.9788], [1.1565, 0.2206, 3.2839], [1.9078, -0.4085, 3.2436], [5.3073, -1.7501, 1.7253], [4.9734, -0.3665, 0.9360], [5.2179, -1.3402, 0.8119], [-1.6256, 0.1034, 4.1173], [-0.7321, -0.0240, 2.9606], [-0.7653, 0.3359, 3.8106], [-0.0678, 0.0712, -4.7445], [-1.5832, -0.0897, -4.4669], [-0.9069, 0.5036, -4.8526], [-1.6902, 3.4200, -3.9847], [-1.7535, 2.0455, -3.8467], [-2.3596, 2.7814, -4.0703], [1.6950, -3.0966, -2.3139], [2.1650, -1.6371, -1.8610], [1.3593, -2.1868, -2.1652], [-2.2386, -3.5233, -2.7915], [-2.8903, -2.0696, -2.9757], [-2.4068, -2.8054, -3.4026], [4.3131, -0.5554, -1.1772], [3.9773, -1.6425, -0.2389], [3.5802, -1.1198, -0.9211], [0.4973, -3.1159, -0.1584], [1.9114, -2.9493, 0.2176], [1.1372, -3.3949, 0.5290], [0.3325, -3.4750, 3.5828], [0.8220, -2.8885, 2.1290], [0.3618, -2.6696, 3.0264]]
}

=====

{
  "formula": "C22H37BrN4O6P",
  "method": "wB97M-V/def2-TZVPD",
  "total_charge": 1,
  "homo_ev": -12.100,
  "e_lumo_ev": -4.301,
  "spin_multiplicity": 1,
  "species": ["C", "C", "Br", "C", "C", "N", "N", "C", "C", "C", "C", "C", "N", "C", "C", "C", "C", "C", "C", "O", "O", "C", "P", "N", "O", "O", "H", "H", "H", "H", "H", "H", "H", "H", "H", "H", "H", "H", "H", "H", "H", "H", "H", "H", "H", "H", "H", "C", "C", "C", "O", "H", "H", "H", "H", "H", "H", "H", "H", "C", "C", "C", "O", "H", "H", "H", "H", "H", "H", "H", "H"],
  "positions_angstrom": [[4.8312, -1.4775, -0.2634], [3.4384, -1.9948, 0.0384], [3.0076, -1.5245, 1.8989], [2.4084, -1.4480, -0.9674], [1.0823, -1.1140, -0.3544], [0.8781, 0.1583, -0.1046], [-0.1661, 0.7362, 0.4801], [-1.1046, -0.1063, 0.8287], [-2.2686, 0.4714, 1.5340], [-3.1599, 1.3180, 0.8618], [-4.2299, 1.8177, 1.5913], [-4.4049, 1.4776, 2.9260], [-3.5631, 0.6601, 3.5735], [-2.5403, 0.2084, 2.8715], [-1.0740, -1.5189, 0.5614], [-2.2676, -2.3483, 0.9166], [-3.3141, -2.1852, -0.1986], [-4.6377, -2.9010, 0.1108], [-5.4881, -2.0763, 1.0292], [-5.0950, -1.6783, 2.0697], [-6.7197, -1.7628, 0.5578], [0.0692, -2.0399, -0.0464], [0.1591, -3.8315, -0.3704], [-0.9780, -4.2668, -1.3244], [0.0871, -4.5054, 1.0759], [1.5813, -4.1289, -1.0048], [5.0549, -1.5283, -1.3257], [4.9052, -0.4416, 0.0611], [5.5732, -2.0305, 0.3007], [3.4559, -3.0752, 0.0247], [2.2848, -2.0971, -1.8223], [2.8134, -0.5135, -1.3571], [1.6085, 0.8073, -0.3717], [-3.0155, 1.5828, -0.1749], [-4.9475, 2.4677, 1.1135], [-5.2414, 1.8783, 3.4768], [-1.8369, -0.4363, 3.3911], [-1.9701, -3.3857, 0.9124], [-2.6701, -2.1254, 1.8956], [-3.5343, -1.1257, -0.3172], [-2.9331, -2.5685, -1.1376], [-4.4875, -3.8831, 0.5521], [-5.1723, -3.0315, -0.8240], [-7.4072, -2.1542, 1.1101], [-1.5843, -4.9562, -0.8985], [0.7793, -5.1669, 1.2121], [1.4361, -4.8736, -1.6117], [-0.6724, 5.2044, 2.9665], [0.5460, 4.3228, 3.1908], [1.4805, 4.3433, 1.9916], [0.1518, 2.9766, 3.4338], [-1.2403, 4.8555, 2.0986], [-1.3358, 5.1635, 3.8303], [-0.3861, 6.2427, 2.7963], [1.0737, 4.6561, 4.0842], [0.9521, 3.9573, 1.1136], [2.3410, 3.6974, 2.1715], [1.8445, 5.3456, 1.7621], [-0.3257, 2.6315, 2.6724], [2.7625, 2.1552, -4.2605], [4.0096, 1.3122, -4.0428], [4.9430, 1.3778, -5.2393], [3.6443, -0.0499, -3.7763], [2.2011, 1.7905, -5.1243], [2.1007, 2.0987, -3.3935], [3.0167, 3.2007, -4.4328], [4.5346, 1.6590, -3.1513], [4.4457, 0.9900, -6.1322], [5.8298, 0.7682, -5.0674], [5.2583, 2.4017, -5.4388], [3.1823, -0.3830, -4.5534]]
}